The following is a DFT calculation (wB97M-V/def2-TZVPD) of a molecular structure, C14H11BF4MnN5.

Kohn-Sham gap (alpha / beta)   7.6632 / 7.6100 eV
Multiplicity   6
Energy relative to the best compared isomer or geometry (same formula, charge and spin)   0.000 eV
Net charge   +1
⟨S²⟩   8.7531

Cartesian coordinates (Å):
Mn (-1.0236, -1.1801, 0.1652)
N (3.3888, -1.0304, 0.3920)
C (2.1259, -1.4257, 0.4076)
N (1.1095, -0.6336, 0.1824)
C (1.3243, 0.7155, -0.0867)
N (0.3481, 1.5454, -0.3056)
N (-0.8680, 0.9129, -0.2419)
C (-1.9447, 1.5724, -0.4017)
C (-3.2133, 0.8146, -0.3185)
C (-4.4321, 1.4382, -0.4977)
C (-5.5896, 0.6701, -0.4069)
C (-5.4848, -0.6811, -0.1416)
C (-4.2216, -1.2342, 0.0277)
N (-3.1113, -0.5071, -0.0586)
C (2.7009, 1.1998, -0.1318)
C (3.0204, 2.5314, -0.4164)
C (4.3373, 2.9314, -0.4464)
C (5.3591, 2.0120, -0.1934)
C (5.0666, 0.6944, 0.0878)
C (3.7336, 0.2984, 0.1152)
H (4.1148, -1.7060, 0.5782)
H (1.9279, -2.4719, 0.6219)
H (-1.9617, 2.6422, -0.5900)
H (-4.4820, 2.4982, -0.7035)
H (-6.5579, 1.1323, -0.5420)
H (-6.3586, -1.3112, -0.0628)
H (-4.0921, -2.2886, 0.2402)
H (2.2182, 3.2290, -0.6086)
H (4.5861, 3.9599, -0.6662)
H (6.3909, 2.3344, -0.2182)
H (5.8538, -0.0224, 0.2833)
F (-1.0357, -2.6514, 1.6911)
B (-0.8460, -3.8255, 0.8132)
F (-1.8609, -4.6931, 0.9726)
F (0.4207, -4.2950, 0.9768)
F (-0.9430, -3.1752, -0.5165)

natural (NBO) population analysis, charges in e, atoms 1 to 2:
1. Mn 1.63
2. N -0.52